[1]
# C33H54Cl6F4O30

A 13-piece molecular cluster, C33H54Cl6F4O30 overall in a non-equilibrium geometry (ωB97M-V/def2-TZVPD, OMol25).

The geometry in ORCA input format:
```
! RIJCOSX wB97M-V def2-TZVPD def2/J DEFGRID3
* xyz 0 1
C 3.9005 2.4111 -5.5451
O 5.0548 3.2380 -5.4392
C 4.9347 4.5501 -5.2361
O 3.8843 5.2080 -5.1996
O 6.1385 5.0525 -5.1318
C 6.3634 6.3936 -4.9492
H 3.6005 2.1157 -4.5397
H 4.1639 1.5217 -6.1176
H 3.1317 2.9796 -6.0683
H 5.6641 6.7515 -4.1935
H 6.1263 7.0364 -5.7969
H 7.2788 6.7585 -4.4834
C 1.0797 -1.5158 -0.3932
O 0.7500 -2.0204 0.9439
C -0.3138 -2.6340 1.3369
O -0.5064 -3.0817 2.4977
O -1.2482 -2.6492 0.3552
C -2.6092 -3.0817 0.6309
H 1.2778 -2.3142 -1.1083
H 1.9768 -0.9103 -0.2641
H 0.2990 -0.9257 -0.8732
H -3.2823 -2.8898 -0.2047
H -3.0961 -2.6351 1.4978
H -2.6501 -4.1590 0.7915
C 6.5089 -2.3108 -3.2796
O 6.4015 -0.9840 -2.7531
C 7.5095 -0.2903 -2.5285
O 8.6905 -0.6759 -2.5933
O 7.1376 0.8093 -1.8721
C 8.1311 1.7965 -1.5709
H 7.1010 -2.4333 -4.1865
H 5.5331 -2.7932 -3.3357
H 6.9910 -2.9175 -2.5131
H 8.4345 2.3972 -2.4284
H 9.0369 1.4706 -1.0595
H 7.6650 2.5629 -0.9516
C 6.6644 8.1684 0.3085
O 6.3273 6.8163 0.6243
C 5.0826 6.3864 0.6616
O 4.1415 7.0818 0.3538
O 5.1192 5.1275 1.2228
C 3.9166 4.4000 1.4402
H 6.6318 8.8543 1.1550
H 6.0246 8.5402 -0.4918
H 7.6619 8.1723 -0.1309
H 4.0946 3.4994 2.0278
H 3.5868 4.0680 0.4558
H 3.3030 5.1036 2.0028
C 10.2928 2.7258 3.9385
O 9.0262 2.1169 3.8023
C 8.9250 1.0241 3.0700
O 9.8462 0.4186 2.5039
O 7.6206 0.7082 3.0789
C 7.2263 -0.6079 2.5389
H 10.0930 3.7023 4.3796
H 10.7760 3.0063 3.0027
H 10.9267 2.2089 4.6590
H 7.2165 -1.3335 3.3522
H 7.8722 -1.0200 1.7636
H 6.1899 -0.5810 2.2023
C -8.1408 0.3781 -8.1250
O -7.4501 -0.0121 -6.9135
C -7.2155 0.9165 -5.9571
O -7.5998 2.0838 -5.9348
O -6.4205 0.3675 -4.9909
C -6.2614 1.1607 -3.7830
H -8.0581 -0.4742 -8.7994
H -7.7444 1.2518 -8.6423
H -9.1798 0.5912 -7.8736
H -5.6481 2.0560 -3.8853
H -5.8273 0.5939 -2.9593
H -7.1682 1.6153 -3.3840
C -0.0158 5.3947 -2.0364
C -1.0591 4.3676 -2.5029
O -2.2259 4.9528 -2.1392
C -2.0555 5.9336 -1.2141
O -2.8881 6.6161 -0.6459
O -0.7350 6.1800 -1.0831
F -0.8936 3.2161 -1.8128
H 0.3247 6.0789 -2.8135
H 0.8062 4.8911 -1.5277
H -0.9666 4.1827 -3.5731
C -6.3560 -9.1412 -3.9069
C -4.9994 -9.2696 -3.3549
O -4.9200 -8.2588 -2.3760
C -6.1460 -7.8789 -1.9978
O -6.4826 -7.0309 -1.1688
O -6.9805 -8.4662 -2.8277
F -4.0184 -9.0831 -4.2788
H -6.8243 -10.0940 -4.1537
H -6.3061 -8.4799 -4.7720
H -4.8736 -10.2581 -2.9132
C -2.3802 -4.9806 6.7848
C -2.4979 -6.3696 6.1681
O -3.6377 -6.8126 6.8168
C -3.9810 -6.0723 7.8393
O -5.0346 -6.1120 8.4387
O -3.0544 -5.1626 7.9813
F -1.4568 -7.0952 6.5228
H -2.8817 -4.2274 6.1771
H -1.3923 -4.5986 7.0422
H -2.7473 -6.3193 5.1082
C -6.7550 -1.7097 9.5132
C -5.9683 -0.4619 9.2723
O -5.4838 -0.8087 7.9402
C -6.3528 -1.6053 7.2670
O -6.3430 -1.7891 6.0757
O -7.1802 -2.0702 8.2152
F -4.9572 -0.4310 10.1764
H -7.6654 -1.5369 10.0871
H -6.0843 -2.4311 9.9800
H -6.5728 0.4368 9.3952
C -1.6457 1.2159 4.6925
Cl -1.1958 2.2449 5.9989
Cl -1.1045 1.7727 3.1002
H -1.2249 0.2112 4.7335
H -2.7275 1.0940 4.6378
C -9.1498 -2.3044 1.9808
Cl -8.6798 -0.6813 1.3864
Cl -10.1999 -3.1629 0.7482
H -8.2393 -2.8732 2.1692
H -9.6379 -2.1996 2.9498
C -1.8913 -1.8614 -5.6872
Cl -0.1174 -1.9762 -5.5159
Cl -2.6208 -3.4100 -5.3197
H -2.2874 -1.1318 -4.9808
H -2.1469 -1.5797 -6.7086
*
```

Values from the calculation:
* largest force on an atom: 4.35 eV/Å
* HOMO level: -10.6908 eV
* E_tot: -6707.5656 a.u.
* Kohn-Sham gap: 10.52 eV
* LUMO: -0.17 eV

Results of the Löwdin charge analysis, in e, for atoms 1 through 6: -0.03 0.00 -0.58 0.09 0.03 -0.08

[2]
# C33H55BCdF4O2P2S2

C33H55BCdF4O2P2S2 as an isolated structure (ωB97M-V/def2-TZVPD, OMol25).

The geometry in ORCA input format:
```
! RIJCOSX wB97M-V def2-TZVPD def2/J DEFGRID3
* xyz -1 2
Cd 0.1772 0.5113 0.9008
C 6.1923 -0.7813 4.3779
C 5.3063 -0.3189 3.2424
O 3.9579 -0.3473 3.7095
P 2.7099 0.0444 2.7516
S 1.1131 -0.7060 3.6178
S 3.1256 -0.2958 0.8544
O 2.6740 1.6608 2.8577
C 2.4297 2.2844 4.1274
C 3.4979 3.3302 4.3618
H 7.2303 -0.8403 4.0444
H 5.8723 -1.7657 4.7210
H 6.1316 -0.0884 5.2187
H 5.4014 -0.9705 2.3727
H 5.5691 0.6956 2.9272
H 2.4315 1.5392 4.9229
H 1.4378 2.7359 4.0917
H 4.4810 2.8602 4.4236
H 3.3037 3.8622 5.2956
H 3.5086 4.0496 3.5418
C 4.3309 1.6037 -4.6502
C 4.1463 1.6118 -3.1280
C 5.2571 0.8082 -2.4468
C 2.7580 1.1163 -2.7833
C 1.7240 2.0089 -2.5774
C 0.4142 1.6149 -2.3169
C -0.6039 2.7371 -2.2259
C -0.1176 3.9007 -1.3509
C -0.9345 3.2970 -3.6162
C 0.1122 0.2248 -2.2157
C 1.1628 -0.6811 -2.4730
C 2.4478 -0.2292 -2.7401
C 0.9345 -2.1683 -2.5632
C 1.9025 -2.9422 -1.6646
C 1.0346 -2.6469 -4.0135
C -1.3513 -0.2364 -2.1970
C -1.9753 0.1043 -3.4051
C -3.3125 -0.1207 -3.6669
C -4.0915 -0.7359 -2.7054
C -3.4953 -1.1529 -1.5314
C -2.1429 -0.9410 -1.2300
P -1.5107 -1.8264 0.2990
C -2.6717 -1.4976 1.7932
C -2.3582 -0.1082 2.3537
C -4.1945 -1.5055 1.5906
C -2.2450 -2.4976 2.8842
C -1.8431 -3.6879 -0.1996
C -0.7645 -4.4864 0.5577
C -1.6595 -3.9525 -1.6972
C -3.2222 -4.2643 0.1445
H 5.3269 1.9610 -4.9260
H 3.5881 2.2380 -5.1378
H 4.2122 0.5870 -5.0348
H 4.2142 2.6486 -2.7875
H 5.3912 -0.1607 -2.9371
H 5.0231 0.6282 -1.3972
H 6.2075 1.3427 -2.5071
H 1.9430 3.0694 -2.6384
H -1.5177 2.3563 -1.7953
H 0.6461 4.4939 -1.8620
H 0.2961 3.5481 -0.4038
H -0.9597 4.5506 -1.1206
H -0.0370 3.7067 -4.0912
H -1.6694 4.0976 -3.5075
H -1.3577 2.5426 -4.2799
H 3.2264 -0.9610 -2.9278
H -0.0825 -2.3464 -2.2365
H 2.9309 -2.8305 -2.0164
H 1.6694 -4.0100 -1.6653
H 1.8688 -2.5672 -0.6407
H 2.0506 -2.5129 -4.3945
H 0.3523 -2.0884 -4.6585
H 0.7828 -3.7093 -4.0843
H -1.3662 0.5774 -4.1646
H -3.7386 0.1866 -4.6139
H -5.1485 -0.9048 -2.8690
H -4.1009 -1.6850 -0.8174
H -2.5873 0.6776 1.6388
H -1.3248 -0.0222 2.6907
H -2.9877 0.0617 3.2337
H -4.5140 -0.5981 1.0751
H -4.6558 -1.4856 2.5838
H -4.5950 -2.3705 1.0699
H -1.1750 -2.4078 3.0876
H -2.4607 -3.5364 2.6608
H -2.7788 -2.2432 3.8051
H 0.2311 -4.0961 0.3492
H -0.7957 -5.5366 0.2448
H -0.9058 -4.4510 1.6364
H -0.6154 -3.9443 -1.9831
H -2.2085 -3.2482 -2.3244
H -2.0379 -4.9570 -1.9126
H -3.5186 -4.1306 1.1763
H -3.1817 -5.3425 -0.0446
H -3.9995 -3.8517 -0.5021
F -2.3179 2.1934 0.7417
B -3.6152 2.8147 0.8489
F -3.6506 3.5750 2.0213
F -4.5808 1.7881 0.8806
F -3.8077 3.6239 -0.2865
*
```

Values from the calculation:
* expectation value of S²: 0.753
* largest force on an atom: 0.73 eV/Å
* HOMO level (spin up / spin down): -3.9431 / -5.6999 eV
* E_tot: -3512.4722 a.u.
* Kohn-Sham gap (spin up / spin down): 6.38 / 7.19 eV
* LUMO (spin up / spin down): 2.44 / 1.49 eV

Results of the Löwdin charge analysis, in e, for atoms 1 through 6: 1.17 -0.08 -0.34 -0.37 -0.30 0.21

[3]
# C33H55N6O3SSi4Tm

C33H55N6O3SSi4Tm as an isolated structure in a non-equilibrium geometry (ωB97M-V/def2-TZVPD, OMol25).

The geometry in ORCA input format:
```
! RIJCOSX wB97M-V def2-TZVPD def2/J DEFGRID3
* xyz 2 3
Tm 0.4869 -0.0109 0.6848
O 1.7913 -1.8883 2.0121
C 3.0033 -1.7428 2.7656
C 4.2333 -1.9706 1.8864
C 4.1592 -1.1724 0.5756
C 4.0510 0.3140 0.7815
C 5.1243 1.0474 1.2871
C 5.0347 2.4246 1.3740
C 3.8804 3.0392 0.9049
C 2.8534 2.2441 0.4395
N 2.9052 0.9027 0.4046
H 1.7520 -2.8212 1.7436
H 3.0068 -2.4446 3.6068
H 2.9849 -0.7263 3.1650
H 4.3017 -3.0298 1.6344
H 5.1301 -1.7031 2.4444
H 3.2996 -1.5177 -0.0165
H 5.0682 -1.3788 0.0025
H 6.0292 0.5420 1.5868
H 5.8569 3.0077 1.7607
H 3.7883 4.1119 0.8868
H 1.9579 2.7066 0.0413
C -1.8124 -4.0591 1.2070
Si -1.6369 -3.2645 2.9426
C -0.1131 -4.0452 3.8073
C -3.1838 -3.7332 3.9492
Si -1.4305 -0.8638 2.6734
Si -1.2217 0.0212 4.9323
C -2.6763 -0.5724 6.0008
C -1.2277 1.9461 4.9141
C 0.3831 -0.4957 5.8516
Si -3.4627 0.0118 1.6722
C -3.2738 -0.4577 -0.1880
C -3.4974 1.9249 1.7564
C -5.1543 -0.5946 2.2980
H -1.6836 -5.1363 1.2444
H -1.0730 -3.6589 0.5198
H -2.7956 -3.8689 0.7889
H -0.3779 -5.0014 4.2520
H 0.2412 -3.4080 4.6121
H 0.7188 -4.2273 3.1315
H -3.4359 -4.7833 3.8272
H -4.0540 -3.1581 3.6525
H -3.0324 -3.5654 5.0095
H -3.6163 -0.4617 5.4716
H -2.7487 0.0001 6.9212
H -2.5758 -1.6152 6.2816
H -2.2229 2.3041 5.1561
H -0.9724 2.3823 3.9515
H -0.5607 2.3649 5.6640
H 0.4171 -1.5716 5.9905
H 0.4081 -0.0541 6.8459
H 1.2998 -0.2057 5.3439
H -2.2450 -0.2976 -0.5436
H -3.9388 0.1235 -0.8179
H -3.5170 -1.5030 -0.3457
H -2.5839 2.3692 1.3532
H -3.6054 2.2725 2.7785
H -4.3307 2.3273 1.1861
H -5.2670 -1.6702 2.2017
H -5.9666 -0.1288 1.7447
H -5.2902 -0.3386 3.3450
O -0.0642 3.0863 1.3012
C -0.6633 2.2730 0.7337
N 1.8877 2.8891 -6.5169
C 1.6811 3.8410 -7.4729
C 2.3206 4.1223 -8.6711
C 1.8466 5.2039 -9.3813
C 0.7724 5.9847 -8.9224
C 0.1241 5.7070 -7.7430
C 0.5805 4.6115 -7.0037
N 0.1500 4.1059 -5.8208
C 0.9390 3.0908 -5.5427
C 0.8390 2.3367 -4.3263
C -0.2909 2.5026 -3.5109
C -0.3779 1.8241 -2.3191
N 0.5821 0.9988 -1.8495
C 1.6549 0.8330 -2.6433
C 1.8226 1.4526 -3.8641
H 2.5761 2.1573 -6.5533
H 3.1501 3.5258 -9.0204
H 2.3183 5.4676 -10.3148
H 0.4548 6.8284 -9.5167
H -0.7003 6.3023 -7.3835
H -1.0674 3.1684 -3.8496
H -1.2572 1.9444 -1.6957
H 2.4218 0.1639 -2.2676
H 2.7187 1.2696 -4.4373
O 1.4273 1.2348 2.9363
H 2.1545 1.8276 3.1673
H 0.8260 1.2923 3.6982
S 0.6804 -2.4870 -1.1711
C -0.5708 -3.1881 -2.0358
N -0.7946 -4.5003 -2.0881
C -1.9539 -4.8428 -2.8867
C -2.4072 -3.4705 -3.4238
N -1.4956 -2.5495 -2.7610
H -0.2555 -5.1870 -1.5943
H -2.7175 -5.3153 -2.2638
H -1.6846 -5.5375 -3.6854
H -3.4419 -3.2383 -3.1548
H -2.2999 -3.3994 -4.5104
H -1.4682 -1.5717 -2.9898
*
```

Values from the calculation:
* expectation value of S²: 2.002
* largest force on an atom: 4.58 eV/Å
* HOMO level (spin up / spin down): -12.1039 / -12.1149 eV
* E_tot: -4485.7807 a.u.
* Kohn-Sham gap (spin up / spin down): 6.15 / 6.22 eV
* LUMO (spin up / spin down): -5.95 / -5.90 eV

Results of the Löwdin charge analysis, in e, for atoms 1 through 6: 1.14 -0.22 -0.21 -0.14 -0.13 -0.27

[4]
# C33H57BiN3O5Si

C33H57BiN3O5Si as an isolated structure in a non-equilibrium geometry (ωB97M-V/def2-TZVPD, OMol25).

The geometry in ORCA input format:
```
! RIJCOSX wB97M-V def2-TZVPD def2/J DEFGRID3
* xyz 1 1
O 1.1271 -2.1635 -0.4670
O -1.7358 -2.4707 -4.8449
C 2.2632 -2.5328 -1.3943
C 3.0678 -3.6770 -0.7951
H 2.9101 -1.6469 -1.5755
H 1.7673 -2.7941 -2.3510
H 3.4909 -3.3617 0.1617
H 3.9083 -4.0069 -1.4293
H 2.3883 -4.5143 -0.6045
C -0.1027 -2.9129 -0.5289
C -0.0296 -4.1269 -1.4301
H -0.9253 -2.2516 -0.9111
H -0.3470 -3.2360 0.5061
H -0.1354 -3.8570 -2.4819
H -0.8759 -4.7961 -1.2180
H 0.8747 -4.7190 -1.3113
C -2.8600 -1.9747 -4.0674
C -1.0017 -1.4201 -5.5142
C -3.7227 -3.1574 -3.6092
H -3.4590 -1.3389 -4.7617
H -2.5576 -1.3288 -3.1781
H -3.9298 -3.8207 -4.4617
H -4.6962 -2.8469 -3.2027
H -3.2408 -3.7403 -2.8083
C -0.8720 -1.8500 -6.9877
H 0.0122 -1.2446 -5.1032
H -1.5517 -0.4648 -5.4492
H -0.4228 -2.8590 -7.0581
H -0.2725 -1.1772 -7.6262
H -1.8879 -1.9041 -7.4253
H 0.7969 -0.2142 -1.2313
N 1.7714 1.1580 2.5016
C 1.6391 2.4862 2.6100
C 0.4969 3.2102 2.3027
C -0.7784 2.7206 2.0727
C 2.8472 3.2527 3.0796
H 3.6941 3.1813 2.3806
H 3.2069 2.9051 4.0601
H 2.6126 4.3179 3.1848
C -1.8967 3.7071 1.9325
H -2.4490 3.8318 2.8815
H -2.6264 3.4122 1.1651
H -1.5063 4.6902 1.6441
N -1.1222 1.4214 2.1429
C 3.0641 0.4951 2.6167
C 3.8617 0.2554 1.4710
C 3.6526 0.9407 0.1602
C 4.8597 -0.7147 1.5448
H 5.4626 -0.9546 0.6740
C 5.1552 -1.3630 2.7489
H 5.9556 -2.1050 2.8173
C 4.4389 -1.0431 3.9002
H 4.6552 -1.4688 4.8898
C 3.3851 -0.1319 3.8354
C 2.4658 0.0883 4.9946
C -2.5003 1.0675 2.4485
C -3.3860 0.7821 1.4023
C -2.9859 0.9623 -0.0222
C -4.6615 0.3466 1.7284
H -5.3134 0.0802 0.9080
C -5.0891 0.2744 3.0454
H -6.1027 -0.0484 3.2770
C -4.2118 0.6263 4.0752
H -4.4933 0.6394 5.1239
C -2.8980 0.9844 3.7935
C -1.8978 1.2968 4.8569
Bi 0.1866 -0.3819 1.8479
H 3.3089 0.2396 -0.6191
H 4.6058 1.3583 -0.2037
H 2.9473 1.7760 0.2179
H 2.1048 1.1279 5.0308
H 3.0561 -0.0984 5.9038
H 1.6027 -0.6078 4.9524
H -3.5485 0.2689 -0.6555
H -1.9194 0.7735 -0.1711
H -3.2107 1.9753 -0.3816
H -1.0214 0.6570 4.7254
H -2.3089 1.0764 5.8420
H -1.6074 2.3513 4.8338
H 0.5931 4.2922 2.3240
C 0.6242 0.0463 -2.3335
Si 0.2671 1.9556 -2.5611
H 1.5250 -0.0167 -2.9198
H -0.2187 -0.4658 -2.8002
C 1.3767 2.3595 -4.0888
C 0.6551 3.3279 -1.3214
C -1.5304 2.4354 -2.9869
H -2.1335 1.5947 -3.3765
H -1.5568 3.2457 -3.7505
H -2.0564 2.8319 -2.0924
H 2.4397 2.2084 -3.8306
H 1.2890 3.3889 -4.4793
H 1.1578 1.6759 -4.9274
H 1.5215 3.1025 -0.6771
H -0.2239 3.5228 -0.6742
H 0.8729 4.2783 -1.8669
O -1.8205 -3.3469 3.6772
N -1.6094 -2.3928 2.9629
O -1.7202 -2.3803 1.7347
O -0.9349 -1.0751 3.5765
*
```

Values from the calculation:
* largest force on an atom: 4.00 eV/Å
* HOMO level: -11.6076 eV
* E_tot: -2335.8011 a.u.
* Kohn-Sham gap: 7.31 eV
* LUMO: -4.30 eV

Results of the Löwdin charge analysis, in e, for atoms 1 through 6: -0.35 -0.19 -0.21 -0.06 0.10 0.11